{
  "formula": "C18H17F6HgN4O9S2",
  "method": "ωB97M-V/def2-TZVPD",
  "relative_energy_kcal_mol": 0.38,
  "homo_ev": [-0.1675, -3.3913],
  "s2": 0.7720,
  "charge": -2,
  "mol_weight_g_mol": 812.07,
  "spin_multiplicity": 2,
  "e_lumo_ev": [4.83, 4.81],
  "orbital_gap_ha": [0.1836, 0.3012],
  "symbols": ["Hg", "O", "C", "C", "N", "C", "C", "O", "O", "C", "C", "O", "O", "H", "H", "H", "H", "H", "H", "H", "H", "H", "C", "C", "C", "C", "N", "C", "C", "C", "C", "C", "C", "N", "H", "H", "H", "H", "H", "H", "H", "H", "F", "C", "F", "F", "S", "O", "O", "N", "S", "O", "O", "C", "F", "F", "F"],
  "positions_angstrom": [[0.231, -0.451, 0.512], [-1.560, -1.640, -1.802], [-2.167, -2.669, -1.053], [-1.330, -3.209, 0.099], [-1.099, -2.299, 1.234], [-2.338, -1.741, 1.761], [-2.881, -0.550, 0.946], [-4.082, -0.318, 1.039], [-2.021, 0.093, 0.253], [-0.328, -3.014, 2.257], [1.114, -3.380, 1.815], [1.610, -4.351, 2.408], [1.622, -2.637, 0.940], [-1.770, -0.802, -1.344], [-2.320, -3.511, -1.736], [-3.159, -2.362, -0.704], [-0.349, -3.504, -0.275], [-1.841, -4.111, 0.478], [-2.146, -1.368, 2.769], [-3.126, -2.500, 1.833], [-0.845, -3.933, 2.559], [-0.244, -2.369, 3.135], [3.194, 1.561, 3.243], [4.324, 1.712, 2.406], [4.259, 1.311, 1.106], [3.068, 0.735, 0.579], [1.989, 0.595, 1.420], [2.068, 1.006, 2.686], [2.941, 0.316, -0.775], [3.977, 0.471, -1.740], [3.786, 0.068, -3.030], [2.557, -0.508, -3.410], [1.590, -0.638, -2.435], [1.761, -0.252, -1.175], [3.189, 1.892, 4.271], [5.238, 2.151, 2.790], [5.123, 1.431, 0.467], [1.162, 0.895, 3.269], [4.917, 0.922, -1.455], [4.579, 0.199, -3.757], [2.361, -0.832, -4.422], [0.623, -1.074, -2.658], [1.813, 3.695, 0.834], [0.965, 4.395, 1.581], [1.401, 4.372, 2.849], [0.998, 5.672, 1.168], [-0.753, 3.716, 1.500], [-0.598, 2.319, 1.777], [-1.451, 4.546, 2.439], [-1.232, 4.069, 0.047], [-1.055, 3.185, -1.247], [-0.176, 2.056, -1.131], [-2.290, 3.056, -1.959], [-0.100, 4.370, -2.299], [1.089, 4.670, -1.766], [0.118, 3.826, -3.505], [-0.766, 5.520, -2.488]],
  "atomic_forces_ev_per_a": [[0.1, 0.0, -0.1], [0.0, 0.0, 0.0], [0.0, 0.0, 0.0], [0.0, 0.0, 0.0], [0.0, 0.0, 0.0], [-0.1, 0.0, 0.0], [0.1, 0.0, 0.0], [0.0, 0.0, 0.0], [-0.1, 0.0, 0.0], [0.0, 0.0, 0.0], [0.0, 0.0, 0.1], [0.0, 0.0, 0.0], [0.0, 0.0, 0.0], [0.0, 0.0, 0.0], [0.0, 0.0, 0.0], [0.0, 0.0, 0.0], [0.0, 0.0, 0.0], [0.0, 0.0, 0.0], [0.0, 0.0, 0.0], [0.0, 0.0, 0.0], [0.0, 0.0, 0.0], [0.0, 0.0, 0.0], [0.0, 0.0, 0.0], [0.0, 0.0, 0.0], [0.0, 0.0, 0.0], [0.0, 0.0, 0.0], [0.0, 0.0, 0.0], [0.0, 0.0, 0.0], [0.0, 0.0, 0.0], [0.0, 0.0, 0.0], [0.0, 0.0, 0.0], [0.0, 0.0, 0.0], [0.0, 0.0, 0.0], [0.0, 0.0, 0.0], [0.0, 0.0, 0.0], [0.0, 0.0, 0.0], [0.0, 0.0, 0.0], [0.0, 0.0, 0.0], [0.0, 0.0, 0.0], [0.0, 0.0, 0.0], [0.0, 0.0, 0.0], [0.0, 0.0, 0.0], [0.0, 0.0, 0.0], [0.0, 0.0, 0.0], [0.0, 0.0, 0.0], [0.0, 0.0, 0.0], [0.0, 0.0, -0.1], [0.0, 0.0, 0.2], [0.0, 0.0, 0.0], [0.0, 0.0, 0.0], [0.1, 0.0, 0.1], [0.0, 0.1, 0.0], [0.0, 0.0, 0.0], [0.0, 0.0, 0.0], [0.0, 0.0, 0.0], [0.0, 0.0, 0.0], [0.0, 0.0, 0.0]]
}

{
  "formula": "C18H17GeI2Tl",
  "method": "ωB97M-V/def2-TZVPD",
  "homo_ev": [-10.6399, -10.7877],
  "s2": 0.7562,
  "charge": 1,
  "mol_weight_g_mol": 764.14,
  "spin_multiplicity": 2,
  "e_lumo_ev": [-3.96, -5.03],
  "orbital_gap_ha": [0.2456, 0.2118],
  "symbols": ["Tl", "I", "C", "I", "H", "H", "C", "Ge", "C", "C", "C", "C", "C", "C", "C", "C", "C", "C", "C", "C", "C", "C", "C", "C", "H", "H", "H", "H", "H", "H", "H", "H", "H", "H", "H", "H", "H", "H", "H"],
  "positions_angstrom": [[-0.750, -1.046, -0.201], [0.827, 0.439, -2.792], [2.647, -0.269, -1.901], [2.524, -0.515, 0.238], [3.418, 0.462, -2.103], [2.887, -1.232, -2.332], [-1.620, -0.653, 3.467], [-1.634, 0.838, 2.150], [-0.777, 2.457, 2.857], [-0.770, 3.592, 2.045], [-0.193, 4.768, 2.494], [0.386, 4.812, 3.756], [0.384, 3.686, 4.568], [-0.186, 2.504, 4.116], [-3.463, 1.212, 1.460], [-3.738, 0.999, 0.132], [-5.017, 1.240, -0.407], [-6.014, 1.700, 0.404], [-5.777, 1.944, 1.777], [-6.803, 2.424, 2.626], [-6.562, 2.665, 3.947], [-5.279, 2.441, 4.485], [-4.270, 1.975, 3.692], [-4.484, 1.707, 2.319], [-2.196, -0.366, 4.348], [-0.599, -0.887, 3.771], [-2.075, -1.542, 3.033], [-1.239, 3.554, 1.068], [-0.197, 5.648, 1.864], [0.839, 5.729, 4.107], [0.828, 3.730, 5.554], [-0.182, 1.628, 4.755], [-2.961, 0.650, -0.542], [-5.201, 1.065, -1.459], [-7.004, 1.895, 0.009], [-7.783, 2.594, 2.197], [-7.352, 3.034, 4.587], [-5.097, 2.644, 5.532], [-3.281, 1.818, 4.107]],
  "atomic_forces_ev_per_a": [[-0.2, 0.0, 0.2], [0.4, -0.1, 0.1], [-0.3, 0.1, 0.3], [0.1, 0.1, -0.4], [0.0, 0.0, 0.0], [-0.1, 0.0, 0.0], [0.2, 0.2, -0.4], [-0.6, 0.2, 0.8], [-0.1, -0.5, -0.6], [-0.1, 0.0, 0.0], [0.0, 0.0, 0.0], [0.0, 0.0, 0.0], [0.0, 0.0, 0.0], [0.0, -0.1, 0.0], [0.8, -0.2, -0.2], [0.0, 0.0, 0.1], [-0.1, 0.0, 0.0], [0.0, 0.0, -0.1], [0.2, 0.0, 0.1], [0.0, 0.0, 0.0], [-0.1, 0.0, -0.1], [0.1, 0.0, 0.0], [0.0, 0.0, 0.0], [-0.2, 0.0, 0.0], [0.0, 0.1, 0.0], [0.0, 0.0, 0.0], [0.0, 0.0, 0.0], [0.0, 0.1, 0.0], [0.0, 0.0, 0.0], [0.0, 0.0, 0.0], [0.0, 0.0, 0.0], [0.0, 0.0, 0.0], [0.0, 0.0, 0.0], [0.0, 0.0, 0.0], [0.0, 0.0, 0.0], [0.0, 0.0, 0.0], [0.0, 0.0, 0.0], [0.0, 0.0, 0.0], [0.0, 0.0, 0.1]]
}

{
  "formula": "C18H17N3O6S2",
  "method": "ωB97M-V/def2-TZVPD",
  "homo_ev": -8.9276,
  "mol_weight_g_mol": 435.48,
  "spin_multiplicity": 1,
  "e_lumo_ev": -1.59,
  "orbital_gap_ha": 0.2697,
  "symbols": ["C", "H", "O", "C", "C", "N", "C", "N", "C", "O", "C", "C", "C", "C", "C", "C", "N", "O", "O", "H", "H", "H", "H", "S", "C", "C", "C", "C", "C", "C", "H", "H", "S", "O", "O", "C", "H", "H", "H", "H", "H", "H", "H", "H", "H", "H"],
  "positions_angstrom": [[2.149, 3.055, -0.368], [2.549, 2.967, -1.499], [0.848, 3.142, -0.473], [0.165, 3.173, 0.790], [0.232, 1.769, 1.551], [-0.377, 0.697, 1.080], [0.396, -0.282, 0.669], [1.759, -0.113, 0.505], [2.360, -1.175, -0.025], [1.876, -2.192, -0.457], [3.839, -0.977, 0.274], [4.386, -1.937, 1.070], [5.883, -2.184, 1.261], [6.680, -1.027, 0.703], [6.076, -0.277, -0.385], [4.642, -0.334, -0.335], [4.163, 0.395, -1.401], [2.994, 0.208, -1.798], [4.872, 1.632, -1.871], [6.649, 0.478, -0.718], [7.679, -1.102, 0.736], [6.191, -2.581, 2.243], [3.864, -2.607, 1.782], [-0.454, -1.377, -0.141], [-1.895, -0.427, -0.187], [-3.099, -0.957, -0.285], [-4.212, -0.361, 0.142], [-3.973, 1.135, 0.857], [-2.807, 1.323, 1.339], [-1.628, 0.535, 0.865], [-2.553, 2.355, 1.770], [-4.901, 1.515, 1.082], [-5.870, -0.580, -0.289], [-6.027, -2.178, -0.400], [-6.845, 0.024, 0.549], [-6.013, 0.250, -1.955], [-7.023, -0.177, -2.524], [-5.307, -0.407, -2.346], [-5.925, 1.163, -1.926], [-3.497, -1.757, -0.729], [-0.267, 2.034, 2.791], [1.110, 1.799, 2.178], [0.468, 4.002, 1.393], [-0.990, 3.298, 0.646], [2.399, 2.266, 0.034], [2.647, 3.922, -0.040]],
  "atomic_forces_ev_per_a": [[2.2, 5.9, -7.9], [-0.7, 0.1, 2.4], [-6.1, 0.7, 1.0], [-2.7, -2.4, -1.2], [0.3, 8.6, 7.4], [2.2, -0.9, 1.0], [5.4, 0.3, -2.5], [-3.9, 0.5, 2.5], [1.3, 1.0, 1.2], [0.1, -1.0, -0.2], [-8.1, -9.6, 5.6], [4.8, -3.7, 4.0], [-3.0, 6.2, -0.2], [-5.5, -3.1, -2.9], [-1.2, -3.9, 6.8], [11.3, 7.8, -8.6], [-2.6, 8.1, -5.1], [3.7, 0.4, 0.3], [-2.9, -6.1, 2.1], [1.2, 2.4, -2.1], [3.7, 0.3, 0.6], [0.0, -0.7, -1.0], [-0.5, 0.5, -1.1], [-1.2, -4.0, -3.5], [4.6, 1.3, 5.2], [-4.6, 0.3, -0.1], [0.3, 7.5, 2.8], [-3.4, -7.4, -3.0], [6.7, 3.4, 0.9], [-7.7, 0.5, -3.3], [-0.5, -1.8, 0.1], [-1.5, 1.8, 0.6], [-2.0, -6.9, -1.9], [1.0, 6.1, -0.4], [0.0, 1.1, 1.3], [-4.2, -12.2, 0.1], [2.3, 1.4, 2.0], [1.9, 0.0, -1.8], [1.2, 9.4, 0.2], [0.4, -4.2, -2.4], [0.1, -0.3, -3.5], [1.3, -1.7, -1.3], [0.6, 0.3, 0.7], [2.2, 0.2, -0.5], [3.1, -7.9, 4.6], [0.6, 1.3, 1.1]]
}